*A*
17
Properties=species:S:1:pos:R:3 method="wB97M-V/def2-TZVPD" homo_lumo_gap_ev=9.7280 homo_energy_ev=-9.2 mol_weight_g_mol=122.19 smiles="O=CCCCS.O" lumo_energy_ev=0.494
O -0.091 1.545 -3.367
C -0.561 0.959 -2.420
C -0.686 1.683 -1.074
C -0.154 0.896 0.130
C 1.356 0.628 0.001
S 1.818 -1.033 0.625
H -1.034 -0.013 -2.633
H -1.713 2.037 -1.035
H 0.024 2.459 -1.244
H -0.297 1.485 1.034
H -0.673 -0.058 0.149
H 1.944 1.327 0.588
H 1.627 0.553 -1.047
H 1.125 -1.063 1.762
H -0.243 -3.958 3.308
H -1.538 -3.364 2.598
O -0.903 -4.085 2.625


*B*
17
Properties=species:S:1:pos:R:3 method="wB97M-V/def2-TZVPD" homo_lumo_gap_ev=5.3800 homo_energy_ev=-8.3 mol_weight_g_mol=122.19 lumo_energy_ev=-2.872
O 0.315 2.010 -0.138
C -2.053 0.730 0.881
C -1.648 -0.416 0.201
C -0.510 -1.181 0.410
C 0.680 -0.869 1.173
S 2.178 -1.390 0.122
H -3.093 1.003 0.856
H -1.416 1.136 1.654
H -2.405 -0.751 -0.486
H 2.002 -0.301 -1.816
H -0.528 -2.180 -0.023
H 0.814 0.151 1.535
H 0.794 -1.532 2.038
H 2.397 0.222 -3.269
H -0.410 1.388 0.021
H 0.937 1.542 -0.706
O 1.945 0.438 -2.453


Bottom line: *A*, by a margin of 0.1031 hartree.


*A*
13
Properties=species:S:1:pos:R:3 method="wB97M-V/def2-TZVPD" homo_lumo_gap_ev=6.9407 homo_energy_ev=-8.1 mol_weight_g_mol=124.08 smiles="C1=P(n2ccnc2)=C1" lumo_energy_ev=-1.183
C 2.047 -0.571 -1.749
C 1.310 0.323 -1.012
C 0.688 -1.664 -0.555
C -1.768 0.709 2.056
C -2.455 1.677 1.383
N 1.698 -1.808 -1.332
N 0.436 -0.381 -0.241
P -1.625 0.214 0.298
H 2.752 -0.461 -2.450
H 1.223 1.473 -1.074
H 0.433 -2.538 0.079
H -1.656 0.510 3.109
H -3.081 2.516 1.487


*B*
13
Properties=species:S:1:pos:R:3 method="wB97M-V/def2-TZVPD" homo_lumo_gap_ev=9.2943 homo_energy_ev=-9.2 mol_weight_g_mol=124.08 smiles=c1cncpc1.C#N lumo_energy_ev=0.065
C -0.538 1.602 -0.261
C 0.681 0.979 -0.546
C 1.909 -1.729 2.050
C -0.791 -1.149 -0.903
C -1.720 0.899 -0.226
N 2.540 -2.312 1.292
N -1.835 -0.354 -0.562
P 0.936 -0.695 -0.951
H -0.483 2.705 -0.129
H 1.552 1.653 -0.712
H 1.496 -0.991 2.680
H -1.097 -2.105 -1.432
H -2.650 1.498 -0.300


Bottom line: *B*, by a margin of 0.0864 hartree.


*A*
18
Properties=species:S:1:pos:R:3 method="wB97M-V/def2-TZVPD" homo_lumo_gap_ev=11.1567 homo_energy_ev=-10.7 mol_weight_g_mol=96.13 smiles=CC(C)O.O.O lumo_energy_ev=0.497
C -2.184 0.472 0.425
C -0.751 0.111 0.545
C 0.001 1.069 -0.432
O -0.802 -1.133 -0.199
H -2.847 -0.024 1.240
H -2.675 0.202 -0.609
H -2.097 1.556 0.538
H -0.303 -0.035 1.479
H 0.070 0.686 -1.462
H 1.010 0.911 -0.221
H -0.283 2.148 -0.241
H -0.018 -1.265 -0.796
H 3.634 1.552 2.701
H 4.980 1.157 1.967
O 4.430 1.846 2.470
H -2.075 -2.689 -2.857
H -1.125 -2.090 -1.635
O -1.211 -2.216 -2.688


*B*
18
Properties=species:S:1:pos:R:3 method="wB97M-V/def2-TZVPD" homo_lumo_gap_ev=10.9594 homo_energy_ev=-10.4 mol_weight_g_mol=96.13 smiles=CC(C)O.O.O lumo_energy_ev=0.577
C 0.327 0.978 -1.997
C 0.679 0.801 -0.537
C -0.507 0.389 0.320
O 1.755 -0.078 -0.279
H 0.245 0.028 -2.510
H -0.635 1.493 -2.016
H 1.046 1.639 -2.453
H 0.976 1.795 -0.166
H -1.241 1.206 0.299
H -1.042 -0.477 -0.083
H -0.264 0.227 1.365
H 2.221 -0.253 -1.103
H -4.371 0.930 3.837
H -3.092 1.662 4.205
O -3.981 1.475 4.528
H 1.573 -2.536 -1.660
H 1.892 -3.954 -2.086
O 2.057 -3.034 -2.341


*C*
18
Properties=species:S:1:pos:R:3 method="wB97M-V/def2-TZVPD" homo_lumo_gap_ev=10.8635 homo_energy_ev=-10.1 mol_weight_g_mol=96.13 smiles=CO.CO.CO lumo_energy_ev=0.768
C 8.598 38.657 36.377
O 7.252 38.984 36.403
H 9.076 39.012 37.290
H 8.791 37.633 36.060
H 9.075 39.207 35.566
H 7.190 39.910 36.647
C 3.512 39.716 37.567
O 2.903 39.599 38.852
H 3.105 38.945 36.912
H 3.476 40.678 37.057
H 4.509 39.306 37.730
H 3.489 39.189 39.492
C 10.952 35.407 36.383
O 10.245 35.881 37.533
H 11.319 34.383 36.456
H 10.301 35.515 35.515
H 11.974 35.766 36.263
H 10.185 35.143 38.145


Bottom line: *B*, by a margin of 0.0695 hartree.


*A*
10
Properties=species:S:1:pos:R:3 method="wB97M-V/def2-TZVPD" homo_lumo_gap_ev=10.7280 homo_energy_ev=-11.1 mol_weight_g_mol=171.95 smiles="O=[N+]([O-])C[C@@H](F)Br" lumo_energy_ev=-0.390
C -0.136 -0.623 0.183
C 0.925 0.355 -0.220
N -1.441 0.035 -0.038
O -1.688 0.420 -1.126
O -2.183 0.007 0.976
F 0.900 1.450 0.527
Br 2.736 -0.321 0.101
H 0.115 -1.478 -0.523
H -0.087 -0.648 1.269
H 0.860 0.804 -1.150


*B*
10
Properties=species:S:1:pos:R:3 method="wB97M-V/def2-TZVPD" homo_lumo_gap_ev="10.7715 / 4.9471" homo_energy_ev="-11.1 / -7.5" mol_weight_g_mol=171.95 lumo_energy_ev="-0.318 / -2.530"
C 0.493 0.769 0.955
C -0.882 0.318 0.759
N 0.252 -1.160 -1.684
O 0.154 -2.274 -2.174
O 1.160 -0.334 -1.836
F -1.160 -0.955 0.878
Br -2.334 1.255 0.201
H 0.929 0.959 -0.056
H 0.570 1.556 1.672
H 0.817 -0.135 1.284


Bottom line: *A*, by a margin of 0.0871 hartree.


*A*
27
Properties=species:S:1:pos:R:3 method="wB97M-V/def2-TZVPD" homo_lumo_gap_ev=8.8299 homo_energy_ev=-8.4 mol_weight_g_mol=178.24 lumo_energy_ev=0.441
C -0.843 -3.908 0.193
C 0.169 -2.870 0.330
C -0.579 -1.764 -0.025
C -0.014 3.558 -0.022
C 0.772 2.496 0.746
C -0.814 2.688 -1.091
C 0.007 1.249 0.690
C -1.002 1.345 -0.423
C 0.156 0.374 -0.465
C 1.618 -3.131 0.663
N -2.073 -3.461 -0.158
N -1.806 -2.143 -0.381
O 1.127 0.252 -1.399
H -0.687 -4.842 0.486
H -0.634 4.156 0.640
H 0.784 4.180 -0.602
H 1.807 2.279 0.248
H 1.069 2.681 1.775
H -1.870 3.119 -1.167
H -0.156 2.739 -1.948
H -0.215 0.827 1.681
H -2.062 0.933 -0.365
H 2.105 -2.238 1.113
H 1.506 -4.102 1.325
H 2.106 -3.510 -0.214
H -2.524 -1.354 -0.445
H 2.052 0.449 -1.182


*B*
27
Properties=species:S:1:pos:R:3 method="wB97M-V/def2-TZVPD" homo_lumo_gap_ev=8.4296 homo_energy_ev=-7.7 mol_weight_g_mol=178.24 lumo_energy_ev=0.752
C -3.360 -0.521 0.039
C -2.575 -0.645 1.184
C -2.869 -0.263 -1.197
C -1.225 -0.328 1.005
C -1.506 0.000 -1.314
C -0.615 -0.045 -0.232
C 0.730 2.903 0.397
C 1.235 1.825 0.892
C 3.066 -0.877 0.039
C 0.827 0.122 -0.330
N 1.137 -2.255 0.200
N 1.601 -0.945 0.390
O 1.271 0.514 -1.544
H -4.387 -0.665 0.181
H -2.967 -0.946 2.186
H -3.627 -0.390 -2.010
H -0.554 -0.237 1.828
H -1.017 0.124 -2.367
H 0.967 3.903 0.807
H -0.155 2.906 -0.279
H 1.974 1.454 1.567
H 3.698 -1.157 0.801
H 3.159 -1.361 -0.855
H 3.198 0.216 -0.226
H 0.825 -2.449 1.175
H 0.310 -2.177 -0.410
H 0.858 1.291 -1.926


Bottom line: *B*, by a margin of 0.0253 hartree.


*A*
9
Properties=species:S:1:pos:R:3 method="wB97M-V/def2-TZVPD" homo_lumo_gap_ev=10.4730 homo_energy_ev=-9.8 mol_weight_g_mol=93.51 smiles="[H]/N=C(/C)OCl" lumo_energy_ev=0.668
C -0.790 0.404 -0.019
C 0.408 -0.478 0.050
N -1.051 1.606 -0.093
O -2.028 -0.845 -0.135
Cl -3.492 -0.084 0.047
H 0.202 -1.477 -0.412
H 0.416 -0.646 1.146
H 1.154 0.126 -0.472
H -1.967 1.922 -0.312


*B*
9
Properties=species:S:1:pos:R:3 method="wB97M-V/def2-TZVPD" homo_lumo_gap_ev=9.0016 homo_energy_ev=-8.2 mol_weight_g_mol=93.51 lumo_energy_ev=0.796
C 0.302 0.703 -1.327
C -0.699 -0.485 0.072
N 0.139 -0.704 1.164
O 1.441 0.439 -1.470
Cl 0.483 0.758 2.085
H -0.308 1.549 -1.637
H -1.526 0.079 0.465
H -0.947 -1.295 -0.403
H 1.114 -1.045 1.051


Bottom line: *A*, by a margin of 0.0243 hartree.